No. 1
A molecular structure, C2H7I2N2O. Source: OMol25; level of theory: ωB97M-V/def2-TZVPD.

```
! wB97M-V def2-TZVPD RIJCOSX def2/J DEFGRID3
* xyz 1 1
C 1.4561 0.0886 -0.6482
C -0.1445 0.6108 0.8918
N 0.4477 0.7143 2.1061
N -1.0913 -0.5778 0.6445
O -0.8145 1.6878 0.4405
I -0.7914 1.6906 3.6259
I 1.5069 -0.9202 2.7938
H 0.9222 0.3809 -1.5323
H 2.2496 0.7443 -0.3392
H 1.6130 -0.9579 -0.4753
H -1.1785 -0.7433 -0.3657
H -0.7282 -1.4177 1.1181
H -2.0264 -0.3382 1.0148
H -0.3725 2.5156 0.6785
*
```

Properties
**HOMO-LUMO gap (alpha / beta)**: 7.39 / 7.39 eV
**E**: -860.16182 Eh
**Energy above the lowest of the compared OMol25 structures with the same formula, charge and spin**: 298.2 kJ/mol

No. 2
13 unconnected molecules or ions with the total composition C26H78O13S13. Source: OMol25; level of theory: ωB97M-V/def2-TZVPD.

```
! wB97M-V def2-TZVPD RIJCOSX def2/J DEFGRID3
* xyz 0 1
C 1.5908 -3.7334 1.6022
S 3.1157 -4.7426 1.7218
O 4.2701 -3.8408 1.9894
C 2.7447 -5.3752 3.2610
H 1.5682 -3.2336 0.7233
H 1.7848 -2.9706 2.3284
H 0.6693 -4.2851 1.7450
H 2.6872 -4.5174 3.9085
H 3.5459 -6.0005 3.6634
H 1.7663 -5.8990 3.1382
C 3.0922 -1.3873 4.3250
S 1.5847 -0.9484 5.1514
O 0.5009 -1.1458 4.0604
C 1.1457 -2.4915 6.0870
H 3.1120 -0.6610 3.4604
H 3.0104 -2.4128 3.8302
H 4.0687 -1.3393 4.9130
H 1.8179 -2.5927 6.9458
H 1.3037 -3.2798 5.3307
H 0.1150 -2.3806 6.3232
C -0.9144 0.8672 -1.1763
S 0.5648 1.3936 -0.3146
O 0.0322 2.2054 0.8653
C 0.8751 -0.2905 0.3272
H -1.6174 0.4500 -0.5075
H -0.7634 0.0966 -1.9443
H -1.3924 1.8371 -1.4977
H 1.9943 -0.5016 0.5455
H 0.3629 -1.1186 -0.1911
H 0.4411 -0.3742 1.3417
C -3.8220 2.8818 0.2191
S -2.6134 4.1933 0.1877
O -2.3525 4.4118 -1.3094
C -3.7350 5.4322 0.7793
H -3.4113 1.9150 -0.2395
H -4.7335 3.0429 -0.2713
H -4.1466 2.5608 1.2481
H -4.2342 5.1861 1.7197
H -4.5522 5.5579 0.1026
H -3.1836 6.3113 1.0478
C 5.0915 -0.9600 1.0586
S 6.2150 -2.1061 0.3725
O 6.0623 -1.8658 -1.0857
C 7.7107 -1.1822 0.8733
H 5.1874 -0.8419 2.1494
H 4.0262 -1.2266 0.8813
H 5.3088 -0.0436 0.5905
H 7.8887 -1.5702 1.8624
H 7.5470 -0.0976 0.7582
H 8.5431 -1.5300 0.3338
C -1.4360 -2.8919 -1.8719
S -1.3721 -4.6776 -1.8695
O -0.9520 -5.0563 -0.4589
C -3.1365 -5.0127 -1.9770
H -0.3957 -2.5274 -1.7965
H -2.0535 -2.2903 -1.1557
H -1.8180 -2.4955 -2.8201
H -3.3826 -4.8790 -0.9053
H -3.2818 -6.0595 -2.2508
H -3.5655 -4.3716 -2.7209
C -0.1994 5.5810 2.5232
S 0.9622 6.8072 2.8726
O 1.5700 7.1672 1.5546
C -0.0630 8.2128 3.1806
H 0.0024 4.7529 1.8358
H -1.0665 6.1116 2.0652
H -0.3688 5.1803 3.4788
H 0.4568 9.1126 3.4385
H -0.7288 8.0210 3.9679
H -0.6858 8.3099 2.3149
C -3.0202 -4.8949 2.0331
S -3.3275 -3.1822 1.5513
O -4.5439 -2.8934 2.3698
C -1.9734 -2.0519 2.0183
H -2.9317 -4.9030 3.0774
H -2.0888 -5.3569 1.5765
H -3.8179 -5.5656 1.7783
H -1.1179 -2.6338 1.6430
H -1.9060 -1.8289 3.1290
H -2.1334 -1.1245 1.4497
C 1.9123 2.6910 3.5824
S 3.4820 2.5999 2.7124
O 3.3293 1.3071 1.9530
C 3.1412 3.7628 1.4603
H 1.0380 2.4595 2.9682
H 1.7169 3.6700 4.0709
H 2.0317 1.8736 4.3598
H 2.6886 4.7091 1.8041
H 2.3299 3.3830 0.7813
H 4.0026 4.0111 0.8711
C -1.9611 3.8032 -4.5094
S -3.4018 2.9346 -3.7439
O -4.5182 3.3002 -4.6772
C -3.0426 1.3103 -4.3385
H -1.8638 4.8711 -4.2625
H -1.9822 3.6385 -5.5984
H -1.0651 3.3125 -3.9753
H -2.3382 0.7858 -3.7386
H -2.6039 1.2964 -5.3701
H -4.1129 0.7500 -4.4641
C 2.0507 -3.1482 -3.2626
S 3.5954 -2.2744 -2.9106
O 3.7329 -1.4376 -4.1574
C 2.7091 -1.2061 -1.8774
H 1.1912 -2.4893 -3.3179
H 1.8510 -3.5941 -2.2532
H 2.3461 -3.7491 -4.1168
H 2.4012 -1.7485 -1.0568
H 1.8424 -0.7180 -2.2440
H 3.4411 -0.4444 -1.5617
C 1.6313 -0.3671 -6.5190
S 1.9496 0.7401 -5.2292
O 2.2779 2.0776 -5.8759
C 0.4348 1.0108 -4.4174
H 0.7386 -0.1004 -7.0294
H 1.4639 -1.3331 -5.9920
H 2.4223 -0.4174 -7.2919
H 0.0556 0.1313 -3.9755
H -0.2745 1.5726 -4.9828
H 0.7714 1.6754 -3.6408
C -6.2365 -1.7950 -0.5288
S -5.3461 -0.2509 -0.3395
O -3.8253 -0.6531 -0.2779
C -5.6045 0.4973 -1.9192
H -6.3838 -2.2229 0.4279
H -5.5218 -2.4205 -0.9983
H -7.0843 -1.6454 -1.0631
H -4.8116 1.2199 -2.0581
H -6.6052 0.9802 -1.9998
H -5.4936 -0.3153 -2.6838
*
```

Properties
**HOMO-LUMO gap**: 7.92 eV
**E**: -7191.37018 Eh
**Energy above the lowest of the compared OMol25 structures with the same formula, charge and spin**: 496.0 kJ/mol

No. 3
2 unconnected molecules or ions with the total composition C2H5NO4. Source: OMol25; level of theory: ωB97M-V/def2-TZVPD.

```
! wB97M-V def2-TZVPD RIJCOSX def2/J DEFGRID3
* xyz -1 2
O -1.4150 2.8556 -1.5327
C -0.2674 3.3138 -1.2247
N 0.5825 2.5503 -0.3717
C 0.3356 1.3545 0.2865
O -0.5898 0.6122 -0.3636
O 0.9027 1.0569 1.3288
H 0.1008 4.3377 -1.3704
H 1.5383 2.8093 -0.1879
H -0.8503 1.1449 -1.1311
H 0.4145 -7.1291 1.8798
H -0.3723 -5.9790 1.3177
O -0.3795 -6.9270 1.3694
*
```

Properties
**HOMO-LUMO gap (alpha / beta)**: 2.69 / 7.42 eV
**E**: -434.93576 Eh
**Energy above the lowest of the compared OMol25 structures with the same formula, charge and spin**: 42.5 kJ/mol

No. 4
4 unconnected molecules or ions with the total composition C18H26FN3. Source: OMol25; level of theory: ωB97M-V/def2-TZVPD.

```
! wB97M-V def2-TZVPD RIJCOSX def2/J DEFGRID3
* xyz 0 1
F 6.9904 24.3584 2.2438
C 5.8659 24.4441 1.4826
C 4.7956 23.6176 1.7669
C 3.6529 23.7247 0.9943
C 3.6510 24.5250 -0.1360
C 4.7337 25.3446 -0.4121
C 5.8226 25.3358 0.4394
H 4.8270 22.8644 2.5441
H 2.8187 23.0691 1.2094
H 2.8476 24.4433 -0.8556
H 4.7360 25.9117 -1.3327
H 6.6791 25.9874 0.3022
C 7.2384 20.1104 3.5586
C 7.5658 21.5958 3.5760
C 8.7993 21.8742 4.4293
C 8.4782 22.0507 5.8436
N 8.1919 22.1151 6.9436
H 6.5501 19.8148 2.7581
H 6.8509 19.7485 4.5081
H 8.1166 19.5175 3.2596
H 6.6804 22.0389 4.0394
H 7.6173 21.9654 2.5578
H 9.3058 22.7727 4.0737
H 9.4829 21.0337 4.3119
C 1.4237 24.5704 -5.7140
C 1.1727 23.6661 -4.5358
C 0.5877 24.3276 -3.2754
C 1.2597 25.5405 -2.8567
N 1.7843 26.4987 -2.5215
H 2.2919 25.2079 -5.5674
H 0.5327 25.1539 -5.9647
H 1.5932 23.9825 -6.6200
H 2.0892 23.1346 -4.2618
H 0.4718 22.8714 -4.8036
H 0.6242 23.5760 -2.4872
H -0.4654 24.5326 -3.4749
C 5.5059 26.4839 5.5748
C 4.1990 26.2305 6.3297
C 4.3435 25.9930 7.8131
C 5.3324 24.9267 8.0711
N 6.0925 24.1086 8.2738
H 6.0603 25.5567 5.4139
H 6.2058 27.1132 6.1330
H 5.2635 26.9927 4.6485
H 3.5745 25.4704 5.8558
H 3.5877 27.1358 6.2023
H 3.4208 25.6465 8.2769
H 4.7232 26.8824 8.3163
*
```

Properties
**HOMO-LUMO gap**: 9.95 eV
**E**: -965.55783 Eh
**Energy above the lowest of the compared OMol25 structures with the same formula, charge and spin**: 0.0 kJ/mol

No. 5
C4H8O in the gas phase. Source: OMol25; level of theory: ωB97M-V/def2-TZVPD.

```
! wB97M-V def2-TZVPD RIJCOSX def2/J DEFGRID3
* xyz 0 1
C -0.7680 -1.9654 0.5587
C -0.2645 -0.5681 0.0652
C 0.6325 0.1935 0.6560
O 1.2321 1.2903 0.1431
C 0.4523 1.8729 -0.8715
H -1.1156 -1.5942 1.5321
H -1.5261 -2.4380 -0.0740
H 0.1684 -2.6614 0.7435
H -0.7532 -0.2167 -0.8337
H 0.9898 -0.0812 1.6467
H -0.5657 2.0724 -0.5477
H 0.5606 1.2336 -1.8002
H 0.9575 2.8621 -1.2182
*
```

Properties
**HOMO-LUMO gap**: 9.70 eV
**E**: -232.37546 Eh
**Energy above the lowest of the compared OMol25 structures with the same formula, charge and spin**: 184.3 kJ/mol